ORCA calculation (wB97M-V/def2-TZVPD) on C45H95N7O13V as an isolated structure.

Its max |F| is 6.25 eV/Å. The value obtained for the HOMO energy (alpha / beta) is -1.0 / -2.4 eV. The net charge is -2. Its electronic energy is -4076.49495 a.u. The calculation puts the orbital gap (alpha / beta) at 4.62 / 6.02 eV. As for the spin multiplicity: 2.

Last column: Löwdin charge in e.
Cartesian coordinates (Å):
H: 13.83464 6.93384 -7.86164  0.063
H: 8.85718 -2.96237 -7.21879  0.058
H: 14.23608 5.41581 -1.93040  0.109
H: 17.27695 1.99517 -2.92204  0.073
H: 12.59640 1.42239 -12.96078  0.124
H: 17.57865 -4.00630 -6.28328  0.063
H: 14.15452 0.94326 -10.97857  0.102
H: 14.28213 -1.16293 -6.16559  0.075
C: 16.68113 4.84939 -7.60491  -0.163
H: 11.35520 -1.60633 -14.34078  0.069
O: 19.53180 -1.61072 -5.94969  -0.022
C: 14.79254 -1.98379 -10.87287  -0.022
H: 15.03668 3.41209 -3.06653  0.105
H: 12.37008 -3.39162 -4.49246  0.118
H: 9.74907 -4.31918 -5.68204  0.096
H: 13.95691 0.96630 -14.02610  0.115
H: 17.83877 -1.92855 -9.29724  0.052
C: 11.88886 -0.82329 -11.92362  -0.024
H: 16.03806 0.25481 -13.25774  0.110
C: 11.52159 -4.17889 -6.86206  -0.143
O: 10.39224 2.00475 -10.74228  -0.046
H: 15.98207 0.28111 -7.08526  0.086
H: 14.87614 5.79045 -10.51249  0.115
C: 17.74309 -2.37037 -8.30541  -0.040
H: 17.09105 0.61836 -1.98472  0.052
O: 13.69186 0.98132 -8.13298  -0.446
C: 16.96094 1.69874 -1.92185  -0.015
H: 18.66305 -2.94221 -8.18394  0.071
H: 18.49192 0.88565 -7.40584  0.077
C: 16.42768 5.69786 -8.82183  -0.174
N: 10.24102 2.12222 -9.53266  -0.644
H: 18.19932 -4.21647 -4.79145  0.057
H: 10.93786 -0.31474 -12.08198  0.082
H: 15.41416 -2.00789 -4.05109  0.111
H: 16.06983 -3.37713 -12.59181  0.070
O: 13.25698 3.83923 -6.89886  -0.055
C: 18.03977 -1.99634 -3.45002  -0.039
H: 12.71379 -0.93906 -4.16283  0.056
H: 13.97975 -1.40620 -10.43257  0.065
H: 14.40083 0.24382 -1.62017  0.094
C: 11.28157 -3.35093 -4.53235  -0.137
H: 14.94037 2.02775 -12.11608  0.106
C: 15.48519 4.34214 -6.82847  -0.452
H: 15.20559 2.78720 -5.37882  0.065
H: 9.44882 -2.03663 -8.54772  0.086
H: 12.59361 -0.87416 -15.34681  0.070
C: 15.59652 -0.03587 -12.30451  -0.127
H: 16.55202 -2.19352 -13.86849  0.077
N: 18.20526 -1.35705 -5.93728  -0.131
H: 16.08052 2.28270 -6.82106  0.074
C: 11.64139 -0.88231 -3.97620  -0.032
H: 12.89675 2.22092 0.13334  0.078
H: 17.25671 -2.08754 -12.24561  0.075
C: 9.66428 -2.92250 -7.95030  -0.023
C: 15.14238 3.58010 2.27268  -0.045
C: 16.04963 -1.57185 -4.82189  -0.139
H: 10.98723 -5.40920 -5.18348  0.101
H: 16.25920 4.01246 -2.11804  0.116
C: 15.27388 -1.61499 -6.17889  -0.135
O: 11.14067 1.83349 -8.76785  -0.094
N: 11.23033 -1.69431 -6.33355  -0.088
H: 18.13404 -0.94342 -3.18436  0.057
H: 12.44198 3.68516 1.10944  0.082
H: 12.31708 -0.46174 -10.98873  0.065
N: 14.29297 4.02327 -7.68912  -0.110
C: 14.22139 4.42978 -1.46603  -0.174
H: 11.16069 -4.95122 -7.54130  0.099
O: 13.53929 -3.02068 -13.37618  -0.031
N: 15.40610 2.29677 0.03444  -0.117
C: 13.47863 0.79039 -13.06257  -0.150
C: 14.42571 4.68008 0.02919  -0.141
C: 10.82163 -4.37852 -5.49714  -0.210
C: 10.84300 -1.89132 -4.94662  -0.452
H: 14.98914 6.42218 -6.15756  0.062
H: 11.32282 -0.84305 -2.93453  0.070
H: 13.31503 3.11731 -9.60960  0.069
C: 11.12840 -2.78433 -7.41330  -0.435
C: 12.05811 -0.77556 -14.40256  -0.049
H: 16.12422 -0.50649 -4.60382  0.110
H: 19.41849 -0.18941 -8.23708  0.071
H: 10.71551 -3.51096 -3.61471  0.113
H: 17.37316 5.29122 -6.88799  0.115
O: 9.94906 4.20022 -6.61050  -0.048
H: 16.87769 3.26485 -5.55221  0.085
N: 13.96581 -1.63169 -13.14612  -0.081
H: 17.74241 2.08322 -1.26643  0.072
C: 13.04161 4.15558 -9.79755  -0.021
H: 18.04177 0.28282 -8.99053  0.081
V: 12.76074 1.56327 -7.01154  0.781
O: 15.71803 1.12893 0.70368  -0.018
H: 13.62232 5.35164 0.33196  0.101
H: 11.41161 0.09902 -14.47498  0.075
C: 13.11968 2.83803 1.00373  -0.048
O: 11.00570 2.48837 -5.85909  -0.070
C: 15.23436 5.21915 -9.65611  -0.140
C: 18.36863 -0.02215 -7.99642  -0.063
C: 15.20829 5.44749 -5.72160  -0.020
H: 17.27066 4.01617 -7.98740  0.114
H: 14.07409 -3.28784 -14.12732  0.079
H: 12.58251 -4.42651 -6.89695  0.109
H: 14.34619 5.23068 -5.09083  0.075
C: 17.58676 -1.12937 -7.32318  -0.430
C: 12.10131 -2.42604 -8.54603  -0.029
H: 19.07604 -2.31326 -3.33254  0.062
C: 15.29407 3.51698 -2.01256  -0.166
H: 16.56703 1.36920 1.08191  0.093
H: 13.28930 4.28360 -10.85128  0.081
C: 16.35953 -2.34858 -12.80689  -0.037
O: 9.21894 2.57225 -9.04022  -0.010
C: 14.52676 1.02602 -11.99969  -0.162
H: 13.15913 -2.38319 -8.28664  0.076
H: 13.45569 1.59814 -2.05105  0.089
O: 11.05033 -0.40569 -6.81730  -0.042
H: 16.02092 5.47779 -4.99578  0.076
H: 12.74352 6.79120 -9.23121  0.092
H: 11.96772 4.28450 -9.66242  0.092
H: 9.09456 -1.63120 -3.61196  0.076
H: 17.19457 5.87617 -9.57561  0.105
H: 13.03685 4.76731 -6.79016  0.086
O: 8.94085 2.67340 -5.83508  -0.013
H: 13.23447 4.04813 -1.72761  0.120
H: 16.35560 0.07047 -11.52952  0.106
H: 16.85674 -2.98991 -8.44199  0.069
H: 11.38560 0.14266 -4.24471  0.057
H: 11.87200 -3.05003 -9.40984  0.085
H: 16.16694 3.94266 2.18949  0.068
H: 15.09638 -2.61737 -6.56855  0.093
H: 9.14558 -0.60512 -5.06734  0.080
C: 15.14268 -1.54755 -12.27181  -0.508
H: 14.50516 -3.03375 -10.92848  0.090
C: 14.56213 3.29387 0.83382  -0.430
C: 12.89052 -0.61334 -13.07928  -0.486
H: 19.88067 -0.97694 -5.31866  0.101
H: 11.84339 -1.39730 -8.79758  0.072
H: 15.68931 -1.85244 -10.26736  0.063
C: 13.95911 4.93223 -8.85036  -0.462
H: 8.74653 -2.35947 -5.20171  0.054
C: 13.24175 6.22736 -8.44257  -0.025
H: 12.37050 5.99448 -7.83037  0.083
H: 16.52001 -4.08913 -4.73781  0.079
C: 16.12220 -0.79135 -7.22052  -0.133
C: 15.95482 3.09693 -6.10739  -0.035
H: 15.20962 2.61131 2.76769  0.064
H: 11.70501 -1.89408 -11.83580  0.079
H: 15.52627 -0.96754 -8.11602  0.093
H: 15.48592 4.31643 -10.21283  0.112
O: 13.30238 0.96543 -5.60831  -0.480
C: 15.48523 2.11926 -1.45079  -0.483
C: 9.33155 -1.60513 -4.67556  -0.023
H: 10.10395 -0.26559 -6.73779  0.096
N: 10.02239 3.12072 -6.02895  -0.688
H: 14.58025 4.32273 2.83889  0.079
H: 15.25409 5.33952 0.28809  0.101
C: 14.48464 1.23854 -2.05789  -0.040
H: 17.45200 -2.55535 -2.72191  0.084
H: 14.76502 1.24313 -3.11120  0.081
C: 17.37995 -3.67484 -5.26409  -0.026
H: 9.66344 -3.86929 -8.49039  0.073
H: 13.03482 2.12931 1.82752  0.075
H: 16.17149 6.66660 -8.39288  0.096
C: 17.47370 -2.14287 -4.90982  -0.456